Entry 1:
{
  "formula": "C28H40AuN2O2P2",
  "method": "wB97M-V/def2-TZVPD",
  "elements": ["Au", "C", "C", "C", "P", "C", "C", "C", "C", "C", "C", "C", "C", "C", "N", "C", "C", "C", "C", "C", "C", "P", "C", "C", "C", "C", "C", "C", "H", "H", "H", "H", "H", "H", "H", "H", "H", "H", "H", "H", "H", "H", "H", "H", "H", "H", "H", "H", "H", "H", "H", "H", "H", "H", "H", "H", "H", "H", "H", "H", "H", "H", "H", "H", "O", "C", "C", "C", "C", "O", "N", "H", "H", "H", "H"],
  "positions_angstrom": [[-0.20, -0.53, 0.09], [-3.20, 2.08, 2.65], [-2.65, 0.82, 1.97], [-3.19, 0.73, 0.54], [-0.82, 0.69, 1.99], [-0.22, 0.17, 3.64], [-0.94, 0.76, 4.84], [1.30, 0.41, 3.70], [-0.09, 2.27, 1.51], [-0.24, 3.43, 2.27], [0.29, 4.63, 1.85], [0.96, 4.67, 0.63], [1.14, 3.53, -0.13], [0.64, 2.30, 0.31], [0.81, 1.13, -0.42], [1.96, 0.83, -1.19], [3.20, 1.44, -0.99], [4.29, 1.06, -1.76], [4.19, 0.07, -2.73], [2.97, -0.56, -2.92], [1.87, -0.19, -2.16], [0.22, -0.89, -2.24], [-0.70, 0.32, -3.30], [0.06, 0.46, -4.63], [-0.94, 1.71, -2.72], [0.06, -2.50, -3.15], [0.01, -3.73, -2.23], [-1.19, -2.53, -4.05], [-4.28, 1.98, 2.73], [-2.99, 2.96, 2.04], [-2.81, 2.24, 3.65], [-2.97, -0.07, 2.51], [-2.85, 1.58, -0.06], [-4.28, 0.76, 0.56], [-2.90, -0.20, 0.05], [-0.40, -0.90, 3.62], [-0.78, 1.83, 4.94], [-0.54, 0.29, 5.74], [-2.01, 0.56, 4.82], [1.53, 1.48, 3.74], [1.81, -0.01, 2.83], [1.70, -0.06, 4.59], [-0.78, 3.39, 3.21], [0.16, 5.53, 2.44], [1.36, 5.61, 0.27], [1.66, 3.59, -1.08], [3.32, 2.18, -0.22], [5.24, 1.54, -1.58], [5.05, -0.22, -3.31], [2.88, -1.35, -3.65], [-1.67, -0.14, -3.47], [0.92, 1.11, -4.50], [-0.60, 0.92, -5.37], [0.41, -0.48, -5.05], [-0.01, 2.27, -2.63], [-1.42, 1.68, -1.74], [-1.60, 2.25, -3.40], [0.95, -2.57, -3.77], [-0.64, -3.56, -1.37], [0.99, -4.01, -1.88], [-0.41, -4.56, -2.79], [-2.10, -2.46, -3.45], [-1.21, -3.50, -4.54], [-1.21, -1.77, -4.82], [1.78, -2.89, -0.03], [0.90, -3.16, 0.76], [0.85, -4.33, 1.72], [-0.45, -4.13, 2.50], [-1.03, -2.84, 1.96], [-2.04, -2.28, 2.32], [-0.22, -2.38, 0.95], [1.74, -4.29, 2.35], [0.90, -5.26, 1.15], [-0.30, -4.04, 3.57], [-1.19, -4.92, 2.35]],
  "homo_energy_ha": -0.380,
  "relative_energy_ev": 1.0396,
  "charge": 1,
  "mol_weight_g_mol": 695.56,
  "gap_ev": 6.469
}

Entry 2:
{
  "formula": "C28H40Br12O12",
  "method": "wB97M-V/def2-TZVPD",
  "elements": ["O", "C", "O", "C", "C", "C", "H", "H", "H", "H", "H", "H", "O", "C", "O", "C", "C", "C", "H", "H", "H", "H", "H", "H", "O", "C", "O", "C", "C", "C", "H", "H", "H", "H", "H", "H", "O", "C", "O", "C", "C", "C", "H", "H", "H", "H", "H", "H", "O", "C", "O", "C", "C", "C", "H", "H", "H", "H", "H", "H", "O", "C", "O", "C", "C", "C", "H", "H", "H", "H", "H", "H", "C", "Br", "Br", "Br", "H", "C", "Br", "Br", "Br", "H", "C", "Br", "Br", "Br", "H", "C", "Br", "Br", "Br", "H"],
  "positions_angstrom": [[-4.90, -0.77, 2.76], [-5.52, -1.41, 3.57], [-6.09, -2.55, 3.18], [-6.76, -3.22, 4.28], [-6.71, -2.21, 5.45], [-5.68, -1.18, 5.05], [-6.18, -4.12, 4.46], [-7.76, -3.49, 3.98], [-6.57, -2.67, 6.43], [-7.68, -1.71, 5.43], [-4.74, -1.29, 5.58], [-6.00, -0.15, 5.22], [-10.93, -7.83, 8.10], [-11.70, -8.77, 8.12], [-11.70, -9.61, 9.14], [-12.66, -10.66, 8.91], [-13.66, -10.03, 7.95], [-12.75, -9.15, 7.09], [-13.11, -11.02, 9.83], [-12.13, -11.52, 8.48], [-14.36, -9.40, 8.49], [-14.19, -10.82, 7.41], [-13.27, -8.30, 6.66], [-12.17, -9.63, 6.29], [-7.02, -5.28, 2.07], [-6.25, -5.09, 1.16], [-6.65, -5.39, -0.09], [-5.56, -5.43, -1.00], [-4.43, -4.64, -0.27], [-4.80, -4.67, 1.21], [-5.85, -4.85, -1.87], [-5.27, -6.42, -1.35], [-4.48, -3.60, -0.61], [-3.40, -4.90, -0.50], [-4.75, -3.66, 1.60], [-4.31, -5.43, 1.83], [-10.24, -9.64, 6.26], [-9.63, -8.74, 5.77], [-9.07, -8.90, 4.52], [-8.43, -7.69, 4.09], [-8.98, -6.58, 5.02], [-9.28, -7.37, 6.26], [-8.75, -7.44, 3.08], [-7.36, -7.90, 4.11], [-9.83, -6.12, 4.53], [-8.26, -5.79, 5.20], [-10.16, -7.11, 6.85], [-8.45, -7.48, 6.96], [-12.69, -12.52, 7.65], [-11.98, -12.71, 6.71], [-10.81, -13.37, 6.79], [-10.26, -13.57, 5.50], [-11.33, -13.22, 4.51], [-12.17, -12.20, 5.29], [-9.90, -14.60, 5.35], [-9.35, -12.98, 5.35], [-12.05, -14.03, 4.35], [-11.05, -12.91, 3.51], [-13.22, -12.22, 5.03], [-11.68, -11.23, 5.30], [-14.78, -7.50, 2.64], [-14.02, -8.41, 2.62], [-12.94, -8.52, 3.43], [-11.99, -9.45, 2.86], [-12.62, -10.12, 1.62], [-14.05, -9.66, 1.78], [-11.77, -10.18, 3.64], [-11.11, -8.87, 2.64], [-12.55, -11.20, 1.72], [-12.19, -9.78, 0.68], [-14.61, -10.45, 2.29], [-14.63, -9.58, 0.86], [-14.41, -4.92, 4.02], [-15.79, -5.59, 5.22], [-12.60, -5.18, 4.76], [-14.73, -3.01, 3.64], [-14.46, -5.38, 3.04], [-5.93, -7.38, 8.08], [-6.00, -5.81, 6.91], [-6.01, -9.01, 7.06], [-7.27, -7.36, 9.45], [-4.94, -7.26, 8.50], [-10.73, -4.85, 1.01], [-10.33, -6.73, 1.20], [-10.01, -3.62, 2.39], [-12.61, -4.48, 0.73], [-10.24, -4.48, 0.12], [-3.47, -9.11, 1.56], [-2.94, -8.13, -0.02], [-3.94, -10.94, 1.09], [-5.05, -8.27, 2.40], [-2.71, -9.28, 2.31]],
  "homo_energy_ha": -0.337,
  "relative_energy_ev": 2.4952,
  "charge": 0,
  "mol_weight_g_mol": 1527.46,
  "gap_ev": 8.708
}

Entry 3:
{
  "formula": "C28H40IrN2O3",
  "method": "wB97M-V/def2-TZVPD",
  "elements": ["Ir", "C", "C", "C", "C", "C", "C", "C", "N", "C", "C", "C", "C", "C", "C", "O", "C", "C", "C", "C", "C", "C", "C", "C", "C", "O", "C", "C", "C", "C", "C", "C", "H", "H", "H", "H", "H", "H", "H", "H", "H", "H", "H", "H", "H", "H", "H", "H", "H", "H", "H", "H", "H", "H", "H", "H", "H", "H", "H", "H", "H", "H", "H", "H", "H", "H", "H", "H", "H", "H", "H", "H", "O", "N"],
  "positions_angstrom": [[-1.16, -0.45, 1.58], [5.27, -1.58, -1.85], [5.27, -0.06, -1.60], [5.32, 0.67, -2.96], [6.50, 0.33, -0.78], [3.99, 0.33, -0.91], [2.75, -0.10, -1.47], [1.50, 0.18, -0.84], [0.39, -0.09, -1.49], [-0.84, -0.16, -2.01], [-1.11, -0.39, -3.35], [-2.46, -0.74, -3.77], [-3.47, -0.83, -2.80], [-3.24, -0.53, -1.47], [-1.95, -0.03, -1.12], [-1.73, 0.54, 0.02], [-4.24, -0.75, -0.34], [-4.77, 0.61, 0.17], [-5.42, -1.61, -0.81], [-3.59, -1.56, 0.82], [-2.70, -1.04, -5.21], [-1.61, -1.99, -5.76], [-2.56, 0.34, -5.93], [-4.08, -1.62, -5.49], [1.53, 0.71, 0.54], [0.63, 0.50, 1.41], [2.73, 1.44, 0.90], [3.92, 1.14, 0.20], [2.77, 2.44, 2.02], [1.41, 2.85, 2.59], [3.62, 1.79, 3.16], [3.49, 3.72, 1.52], [6.25, -1.86, -2.25], [5.11, -2.15, -0.93], [4.52, -1.88, -2.58], [6.23, 0.38, -3.48], [4.47, 0.41, -3.60], [5.32, 1.76, -2.83], [7.40, -0.01, -1.30], [6.60, 1.41, -0.65], [6.50, -0.15, 0.21], [2.73, -0.64, -2.41], [-0.30, -0.34, -4.07], [-4.45, -1.17, -3.11], [-5.23, 1.16, -0.65], [-5.54, 0.43, 0.92], [-4.00, 1.23, 0.61], [-6.03, -1.05, -1.53], [-5.10, -2.55, -1.26], [-6.07, -1.84, 0.03], [-2.92, -0.91, 1.50], [-4.34, -1.87, 1.54], [-3.04, -2.44, 0.48], [-0.61, -1.54, -5.78], [-1.56, -2.92, -5.19], [-1.86, -2.24, -6.79], [-1.58, 0.80, -5.78], [-2.68, 0.16, -7.00], [-3.33, 1.04, -5.60], [-4.23, -2.57, -4.97], [-4.89, -0.94, -5.22], [-4.17, -1.82, -6.55], [4.84, 1.55, 0.58], [0.95, 2.06, 3.18], [1.56, 3.70, 3.25], [0.72, 3.17, 1.81], [3.19, 0.84, 3.48], [4.66, 1.63, 2.86], [3.62, 2.47, 4.01], [2.87, 4.26, 0.80], [3.66, 4.37, 2.37], [4.45, 3.53, 1.05], [-0.57, -1.94, 3.94], [-0.78, -1.31, 3.04]],
  "homo_energy_ha": [-0.637, -0.679],
  "relative_energy_ev": 1.1455,
  "multiplicity": 5,
  "s2": 6.056,
  "charge": 3,
  "mol_weight_g_mol": 644.86,
  "gap_ev": [7.066, 5.996]
}

Entry 4:
{
  "formula": "C28H40N4O2S2",
  "method": "wB97M-V/def2-TZVPD",
  "elements": ["C", "H", "O", "C", "C", "N", "C", "N", "C", "C", "C", "C", "C", "C", "C", "H", "H", "H", "H", "C", "C", "C", "C", "C", "C", "C", "H", "H", "N", "C", "N", "H", "C", "H", "C", "O", "C", "H", "H", "H", "H", "H", "H", "S", "H", "C", "H", "H", "H", "H", "C", "C", "C", "C", "C", "H", "H", "H", "H", "H", "H", "H", "H", "H", "H", "H", "H", "H", "S", "H", "H", "H", "H", "H", "H", "H"],
  "positions_angstrom": [[4.40, -7.23, -2.03], [4.63, -6.49, -2.80], [4.14, -6.62, -0.78], [5.26, -6.03, -0.17], [5.71, -4.73, -0.85], [4.61, -3.81, -1.00], [4.06, -3.53, -2.20], [2.88, -2.86, -2.23], [2.14, -2.31, -1.17], [2.76, -1.64, -0.12], [2.02, -1.08, 0.90], [0.63, -1.16, 0.90], [0.02, -1.81, -0.18], [0.74, -2.38, -1.21], [0.05, -3.07, -2.34], [-1.01, -3.16, -2.14], [0.46, -4.07, -2.49], [0.18, -2.51, -3.27], [-1.05, -1.86, -0.22], [-0.26, -0.58, 1.99], [-1.26, 0.31, 1.27], [-0.78, 1.46, 0.64], [-1.61, 2.33, -0.06], [-2.97, 2.03, -0.13], [-3.45, 0.85, 0.42], [-2.60, 0.00, 1.11], [-3.01, -0.92, 1.50], [-4.49, 0.60, 0.32], [-3.86, 2.89, -0.82], [-4.19, 4.15, -0.44], [-3.72, 4.58, 0.74], [-3.10, 3.98, 1.25], [-3.89, 5.93, 1.23], [-4.40, 5.92, 2.19], [-2.53, 6.64, 1.40], [-1.70, 6.57, 0.28], [-2.15, 7.30, -0.84], [-2.36, 8.34, -0.57], [-3.05, 6.86, -1.28], [-1.34, 7.27, -1.57], [-1.96, 6.15, 2.20], [-2.72, 7.68, 1.69], [-4.51, 6.46, 0.50], [-5.19, 5.04, -1.41], [-4.41, 2.51, -1.57], [-1.03, 3.51, -0.77], [-1.11, 4.42, -0.17], [0.02, 3.35, -0.99], [-1.57, 3.69, -1.70], [0.27, 1.68, 0.67], [0.54, 0.23, 3.02], [-0.37, 0.73, 4.15], [-0.94, -0.47, 4.91], [-1.74, -1.34, 3.95], [-0.89, -1.77, 2.75], [-1.49, -2.38, 2.07], [-0.07, -2.40, 3.11], [-2.61, -0.77, 3.61], [-2.10, -2.23, 4.46], [-1.58, -0.13, 5.72], [-0.13, -1.05, 5.34], [-1.18, 1.33, 3.74], [0.21, 1.36, 4.83], [1.03, 1.08, 2.55], [1.31, -0.40, 3.46], [2.54, -0.57, 1.69], [3.84, -1.52, -0.12], [2.47, -2.80, -3.15], [4.75, -3.94, -3.65], [4.01, -3.71, -0.20], [6.49, -4.26, -0.23], [6.12, -4.92, -1.84], [4.94, -5.82, 0.85], [6.11, -6.73, -0.14], [5.23, -7.94, -1.95], [3.49, -7.76, -2.30]],
  "homo_energy_ha": -0.296,
  "smiles": "COCCNC(=S)Nc1ccc(C2(c3ccc(NC(=S)NCCOC)c(C)c3)CCCCC2)cc1C",
  "relative_energy_ev": 0.1137,
  "charge": 0,
  "mol_weight_g_mol": 528.79,
  "gap_ev": 8.495
}

Entry 5:
{
  "formula": "C28H40N4O7PS2Zr",
  "method": "wB97M-V/def2-TZVPD",
  "elements": ["Zr", "C", "C", "C", "C", "H", "H", "H", "H", "H", "H", "H", "H", "H", "C", "C", "S", "O", "O", "C", "C", "N", "C", "N", "C", "C", "N", "O", "O", "C", "H", "H", "H", "H", "H", "H", "H", "H", "H", "H", "H", "H", "H", "O", "C", "N", "S", "O", "O", "C", "C", "C", "C", "C", "C", "H", "H", "H", "H", "C", "C", "C", "C", "C", "C", "H", "H", "H", "H", "H", "C", "P", "C", "C", "H", "H", "H", "H", "H", "H", "H", "H", "H"],
  "positions_angstrom": [[-0.02, 0.38, 1.25], [-0.83, 4.51, 1.35], [0.46, 3.91, 0.79], [0.59, 4.16, -0.71], [0.56, 2.43, 1.12], [-0.85, 5.59, 1.21], [-0.92, 4.31, 2.42], [-1.70, 4.08, 0.84], [1.29, 4.42, 1.28], [-0.19, 3.63, -1.26], [1.56, 3.81, -1.08], [0.52, 5.22, -0.93], [0.54, 2.32, 2.24], [1.57, 2.04, 0.83], [5.89, -2.02, -4.23], [4.54, -2.50, -4.75], [3.26, -1.50, -4.03], [3.25, -1.71, -2.60], [3.37, -0.15, -4.52], [1.73, -2.18, -4.66], [0.59, -1.22, -4.32], [0.11, -1.30, -2.94], [0.37, -0.38, -1.99], [-0.24, -0.68, -0.85], [-0.88, -1.88, -1.05], [-0.69, -2.25, -2.34], [-1.25, -3.40, -2.98], [-1.97, -4.10, -2.31], [-0.97, -3.59, -4.15], [1.24, 0.81, -2.19], [6.68, -2.63, -4.67], [5.95, -2.11, -3.15], [6.07, -0.98, -4.51], [4.33, -3.53, -4.47], [4.45, -2.38, -5.83], [1.60, -3.16, -4.21], [1.81, -2.27, -5.74], [-0.24, -1.41, -4.99], [0.95, -0.20, -4.47], [-1.42, -2.40, -0.28], [0.95, 1.38, -3.07], [2.29, 0.51, -2.31], [1.17, 1.46, -1.32], [-1.08, 2.23, 4.26], [-1.35, 1.07, 4.11], [-0.57, 0.16, 3.38], [-1.24, -1.31, 3.31], [-0.58, -2.36, 4.00], [-1.35, -1.50, 1.84], [-2.75, -0.89, 4.10], [-3.86, -1.67, 4.37], [-4.88, -1.08, 5.12], [-4.75, 0.22, 5.59], [-3.62, 0.98, 5.33], [-2.62, 0.41, 4.57], [-3.93, -2.69, 4.02], [-5.77, -1.65, 5.35], [-5.55, 0.65, 6.18], [-3.51, 2.00, 5.69], [4.34, -1.91, 1.83], [3.89, -0.82, 2.55], [2.68, -0.23, 2.22], [1.88, -0.72, 1.18], [2.36, -1.83, 0.47], [3.58, -2.42, 0.79], [5.29, -2.37, 2.07], [4.48, -0.42, 3.37], [2.36, 0.63, 2.81], [1.79, -2.25, -0.34], [3.92, -3.27, 0.22], [-2.75, 2.06, -1.16], [-2.65, 1.04, 0.34], [-3.66, 1.95, 1.56], [-3.76, -0.34, -0.08], [-3.78, 2.20, -1.47], [-2.20, 1.57, -1.97], [-2.30, 3.04, -0.99], [-4.58, 2.33, 1.10], [-3.09, 2.77, 1.99], [-3.93, 1.26, 2.37], [-4.77, 0.02, -0.26], [-3.78, -1.07, 0.73], [-3.41, -0.84, -0.99]],
  "homo_energy_ha": -0.417,
  "relative_energy_ev": 0.0000,
  "charge": 1,
  "mol_weight_g_mol": 730.98,
  "gap_ev": 8.203
}